(1)
C3H5IS | ωB97M-V/def2-TZVPD

* total charge: 0
* energy relative to the best compared isomer or geometry (same formula, charge and spin): 3.280 eV

```
10
C3H5IS ωB97M-V/def2-TZVPD
C 1.72663 -0.03827 -0.11047
C 0.49759 0.37979 0.29381
C -0.19459 -0.16329 1.39838
S -1.91362 0.12242 1.24867
I -1.42423 -0.12053 -2.94011
H 2.24473 0.32206 -0.90036
H 2.26881 -0.77884 0.27173
H 0.15737 1.15286 -0.25897
H -1.01534 -0.81901 -1.52467
H -2.34736 -0.05719 2.52199
```

---

(2)
C26H44BrClFO17PS | ωB97M-V/def2-TZVPD

* total charge: 0
* SMILES: CC[PH](CCCBr)(CCCCS(=O)(=O)Cl)[C@H](C)F.O=C1OCCO1.O=C1OCCO1.O=C1OCCO1.O=C1OCCO1.O=C1OCCO1

```
92
C26H44BrClFO17PS ωB97M-V/def2-TZVPD
C -4.30015 3.18020 -0.38014
C -4.59511 1.77317 -1.23558
P -3.14345 0.48755 -1.03720
C -3.41407 0.68300 0.88501
C -3.07079 -0.78575 1.60884
C -3.47643 -0.59662 3.22063
Br -5.13028 -1.73136 3.58887
C -1.41682 1.16634 -0.91999
C -0.47723 1.45376 -2.18009
C 0.82898 0.43537 -2.37814
C 0.57019 -1.11650 -1.97454
S 1.79940 -1.82267 -0.71413
O 3.15661 -1.07826 -0.69906
O 2.09292 -3.34365 -1.01850
Cl 0.88171 -1.77761 1.18641
C -3.18492 0.11273 -2.87031
C -4.69287 -0.47033 -3.30624
F -2.23065 -0.89105 -3.39019
H -4.96333 4.00239 -0.93716
H -4.71544 3.13973 0.71798
H -3.19401 3.54932 -0.47294
H -5.62655 1.33449 -0.82544
H -4.69827 2.14827 -2.36475
H -3.38567 -0.94334 -0.79637
H -4.56253 0.87054 1.14932
H -2.68982 1.46105 1.36996
H -3.81176 -1.63858 1.22304
H -1.96000 -1.12025 1.45434
H -3.75157 0.53036 3.40552
H -2.65056 -1.01818 3.94291
H -0.80738 0.46507 -0.16561
H -1.50120 2.18977 -0.30195
H -0.94116 1.58079 -3.23979
H 0.05876 2.50876 -1.98333
H 1.30649 0.58159 -3.46255
H 1.66278 0.85231 -1.63209
H 0.73569 -1.77194 -2.95826
H -0.49596 -1.38079 -1.57383
H -3.04856 1.09707 -3.51137
H -5.17262 -0.84760 -2.29014
H -4.61553 -1.42189 -3.99822
H -5.40069 0.36860 -3.71390
O 0.04670 -8.37295 3.12001
C 0.27228 -7.67258 2.14724
O 0.00232 -8.03179 0.85823
C 0.19322 -6.87792 0.06131
C 1.13127 -6.04857 0.87692
O 0.82878 -6.42739 2.20625
H 0.61250 -7.14455 -0.91273
H -0.77464 -6.38846 -0.08956
H 2.18150 -6.28233 0.67277
H 0.97133 -4.97648 0.73311
O -3.70821 3.29653 2.37971
C -4.31615 3.45004 3.42590
O -3.80842 3.17047 4.66183
C -4.72240 3.69050 5.60902
C -6.01017 3.73965 4.85257
O -5.59378 3.92309 3.51277
H -4.78025 3.04273 6.48804
H -4.38202 4.68363 5.92034
H -6.57253 2.80259 4.92308
H -6.65147 4.56420 5.17587
O 6.68474 -4.99339 4.82790
C 5.57424 -5.24436 4.39031
O 5.30925 -6.21565 3.46844
C 3.90139 -6.34092 3.39633
C 3.41340 -5.01203 3.87478
O 4.43449 -4.58926 4.75838
H 3.58340 -6.55743 2.37278
H 3.58572 -7.16197 4.04848
H 3.32369 -4.28252 3.06295
H 2.45469 -5.08373 4.39573
O 1.62151 3.52485 -5.84088
C 2.72180 3.05704 -5.59960
O 2.93251 1.83978 -5.01879
C 4.31832 1.57069 -5.11924
C 4.92385 2.93079 -5.24749
O 3.90305 3.68367 -5.87459
H 4.67496 1.03792 -4.23346
H 4.49454 0.94932 -6.00350
H 5.14928 3.38149 -4.27520
H 5.83217 2.92618 -5.85626
O 6.68192 3.07163 -2.49696
C 6.20531 3.95269 -1.80107
O 5.03742 3.83857 -1.10360
C 4.95149 4.96995 -0.25771
C 5.81554 5.97795 -0.94353
O 6.77046 5.18202 -1.61934
H 3.91508 5.30541 -0.16309
H 5.33020 4.69972 0.73357
H 5.26293 6.56983 -1.68082
H 6.30458 6.65549 -0.23824
```

---

(3)
C4H16NO3 | ωB97M-V/def2-TZVPD

* total charge: +1
* energy relative to the best compared isomer or geometry (same formula, charge and spin): 1.602 eV

```
24
C4H16NO3 ωB97M-V/def2-TZVPD
O -1.42005 -1.09862 -0.63406
C -1.17105 0.16247 -1.20864
C -0.04686 0.82684 -0.36335
N 1.00820 -0.31567 -0.16753
C 1.98809 0.00448 0.91316
C 0.30061 2.02731 -1.19484
H -2.39290 -1.19338 -0.60619
H -2.13826 0.78407 -1.18237
H -0.93683 -0.08710 -2.22806
H -0.29980 0.94666 0.68292
H 0.53618 -1.19513 -0.08700
H 1.66763 -0.47027 -1.00960
H 2.11431 -0.72959 1.74087
H 1.85418 1.00800 1.32166
H 3.02820 0.02462 0.53728
H 1.40857 2.17918 -1.37456
H -0.14626 1.89706 -2.20624
H 0.00624 2.95642 -0.71529
H 0.22802 -3.54341 -0.70970
H -0.49479 -3.25278 0.46132
O 0.38322 -3.05340 0.10954
H -1.84966 1.41348 2.94447
H -2.16413 0.02596 2.54233
O -1.46286 0.68279 2.43388
```

---

(4)
C7H6BrO3S | ωB97M-V/def2-TZVPD

* total charge: -1
* SMILES: [O-]/C(O)=C/O[C@H]1SC=C/C1=C\Br
* energy relative to the best compared isomer or geometry (same formula, charge and spin): 2.294 eV

```
18
C7H6BrO3S ωB97M-V/def2-TZVPD
O -1.10432 0.69718 3.56821
C -0.53882 0.94110 2.48112
O 0.81655 0.89029 2.37749
C -1.19962 1.26023 1.26627
O -0.36525 1.31518 0.09638
C -0.77346 0.34733 -0.85401
S -0.45411 1.12355 -2.50612
C 1.08566 0.16713 -2.60480
C 1.15011 -0.80982 -1.75786
C 0.13817 -0.81003 -0.70098
C 0.04773 -1.66926 0.33167
Br 1.11033 -3.21267 0.44146
H 1.05173 1.06028 1.46388
H -2.24542 1.16820 0.97006
H -1.80746 0.27122 -0.65013
H 1.80850 0.23080 -3.29480
H 1.93523 -1.47498 -1.74569
H -0.65555 -1.49571 1.11784
```

---

The calculation returns the following LUMO values, one per record and in order: -0.0356; -0.0460; -0.1018; 0.1021 hartree.
The calculation returns the following HOMO values, one per record and in order: -8.48; -8.45; -14.60; -2.43 eV.
The calculation returns the following strongest force on any atom values, one per record and in order: 4.3; 7.6; 4.2; 3.8 eV/Å.